C27H56BN19O34S as an isolated structure, computed with wB97M-V/def2-TZVPD.

```
138
Properties=species:S:1:pos:R:3:forces:R:3
S -7.736 3.067 -2.017 -0.032 -0.247 0.085
O -8.007 0.203 -6.584 -0.020 -0.200 -0.102
O 2.918 -1.653 4.448 0.117 -0.063 -0.014
O 0.568 -1.867 0.274 -0.113 0.132 -0.230
O 0.583 1.825 4.862 0.084 -0.042 -0.043
O 12.025 -5.011 2.942 0.023 -0.035 0.011
O -0.656 -5.466 -1.787 0.077 -0.113 0.124
O -6.884 4.604 -7.267 -0.036 0.036 -0.018
O 8.152 -1.161 2.771 0.063 -0.010 0.039
O -2.664 -5.531 -2.551 -0.125 0.001 -0.007
O -4.176 1.675 0.711 -0.099 -0.065 -0.066
O 10.046 -5.140 2.098 -0.012 -0.038 0.003
O 5.894 4.891 -2.064 -0.039 -0.054 0.055
O 4.809 1.553 4.720 0.078 -0.088 0.030
O 1.397 -5.804 0.933 0.046 -0.005 -0.012
O 3.380 1.317 -0.201 -0.116 -0.161 0.093
O 0.131 -5.286 2.599 0.005 0.045 -0.043
O -1.517 0.881 -4.400 0.158 0.094 0.605
O -9.021 -0.713 -8.249 0.026 -0.033 -0.036
O -1.919 -0.705 -2.615 -0.119 0.637 0.465
O -4.100 0.013 4.143 -0.441 -0.211 -0.033
O 4.463 3.026 6.252 0.003 0.046 -0.059
O 1.500 -1.620 -1.656 -0.304 0.141 -0.142
O 4.049 4.160 1.095 0.043 0.066 -0.033
O -3.764 -6.511 2.636 0.010 0.023 0.055
O -3.457 2.905 2.316 0.025 0.156 0.181
O 8.373 -0.768 0.665 0.093 -0.010 0.010
O -3.123 -1.200 5.630 0.015 0.077 0.041
O 3.706 5.655 2.611 -0.003 0.023 -0.046
O 4.889 -0.088 -0.813 -0.018 -0.059 0.044
O -0.346 0.713 3.258 0.108 0.151 0.081
O 7.327 3.395 -2.669 0.069 0.162 -0.058
O -5.269 -5.829 1.252 -0.029 0.063 0.049
O 3.714 -1.967 2.462 0.160 -0.466 0.399
O -8.715 4.070 -6.264 -0.049 -0.011 -0.010
N -6.443 3.955 -1.686 0.016 0.071 -0.018
N -7.522 3.954 -6.468 0.073 -0.030 0.030
N 4.403 1.900 5.814 -0.037 -0.081 0.149
N -3.897 -1.044 4.714 -0.060 -0.149 -0.067
N -9.005 -0.186 -7.162 -0.070 0.053 0.061
N -7.050 1.705 -2.548 -0.188 0.517 0.228
N 3.644 4.523 2.179 -0.008 -0.063 0.057
N 0.580 -6.068 1.791 -0.080 -0.074 0.061
N -1.654 -4.938 -2.233 0.115 -0.007 0.056
N -0.383 1.367 4.284 -0.410 -0.080 -0.133
N 6.797 4.488 -2.760 0.160 0.096 -0.095
N 1.451 -2.080 -0.531 0.333 -0.350 0.326
N 7.824 -1.296 1.609 -0.147 -0.032 -0.071
N -4.347 2.380 1.682 0.099 -0.178 -0.130
N 3.105 -1.323 3.298 -0.051 0.330 -0.409
N 4.312 0.978 -0.901 -0.013 0.065 -0.118
N 1.048 3.870 -2.271 -0.389 -0.081 0.026
N -4.228 -6.388 1.521 0.066 -0.057 -0.071
N 11.027 -4.523 2.457 -0.045 0.068 -0.026
C 0.093 -7.477 1.843 -0.131 -0.058 0.145
C 2.537 -0.046 2.822 -0.072 0.081 -0.239
C -3.436 1.385 -2.816 0.253 -1.051 -0.115
C -10.314 0.002 -6.480 -0.027 0.088 0.179
C -1.643 3.073 -2.240 -0.358 0.379 -0.211
C 3.027 3.479 3.041 -0.202 0.076 0.101
C -4.739 0.990 -2.902 0.199 0.638 0.326
C 6.662 -2.185 1.338 -0.057 -0.032 -0.208
C -3.441 -6.974 0.401 -0.100 -0.029 -0.238
C 0.628 2.794 -1.609 0.469 -0.374 0.144
C 2.572 -2.973 -0.113 0.035 0.020 0.052
C -1.737 1.615 4.833 -0.028 0.237 0.009
C -3.072 2.679 -2.301 -0.227 0.141 0.034
C -1.617 -3.461 -2.373 -0.268 0.075 -0.132
C -5.742 2.616 2.139 -0.144 -0.035 -0.062
C -5.733 1.927 -2.494 -0.026 -0.832 -0.338
C -6.807 2.925 -5.668 0.238 -0.048 -0.016
C 4.784 1.932 -1.938 -0.336 0.003 0.044
C 3.784 0.846 6.662 -0.096 0.032 0.169
C -0.683 2.354 -1.554 -0.199 -0.077 -0.173
C 0.095 4.566 -2.888 0.067 0.509 -0.451
C 7.319 5.396 -3.817 -0.053 0.164 -0.044
C -1.242 4.224 -2.915 -0.102 -0.471 0.441
C -4.664 -2.227 4.237 0.039 -0.176 0.040
C 11.012 -3.044 2.292 -0.105 0.100 -0.071
C -5.377 3.211 -2.005 -0.065 0.182 0.137
C -4.011 3.576 -1.898 0.020 -0.009 -0.064
B -2.222 0.459 -3.281 -0.290 0.263 -0.378
H -1.441 -3.050 -1.382 0.084 -0.011 -0.028
H -3.347 -8.039 0.593 0.080 0.022 0.087
H -10.138 0.483 -5.526 0.061 0.008 -0.021
H -2.469 -6.490 0.398 0.019 -0.031 0.044
H -4.377 -3.084 4.834 0.047 0.033 0.018
H -5.719 -2.000 4.355 0.003 0.058 -0.087
H -10.929 0.622 -7.125 -0.015 -0.071 -0.056
H -2.563 -3.116 -2.773 0.043 -0.122 0.039
H 4.680 1.437 -2.900 0.103 -0.077 0.036
H 7.185 4.895 -4.771 0.088 -0.056 0.019
H -3.965 -6.795 -0.529 -0.022 0.070 0.026
H 2.390 -3.299 0.902 -0.079 0.001 -0.046
H 4.171 2.825 -1.883 -0.028 -0.004 0.081
H -7.271 1.966 -5.886 0.026 0.183 0.153
H -0.687 1.306 -4.151 0.168 -0.084 -0.347
H -10.756 -0.982 -6.350 -0.027 -0.002 -0.100
H -1.790 1.197 5.834 0.124 0.028 0.021
H 5.804 -1.774 1.859 0.076 -0.061 0.064
H -1.890 2.691 4.851 0.082 0.001 0.062
H 3.777 2.715 3.214 0.017 0.087 -0.136
H -0.627 -7.565 2.649 0.000 0.107 0.008
H 10.067 -2.757 1.852 -0.005 -0.029 -0.002
H 3.480 -2.380 -0.180 0.003 0.030 -0.078
H -5.815 2.245 3.157 0.059 0.062 0.027
H 0.408 5.449 -3.435 0.161 0.028 0.066
H -6.928 3.184 -4.621 -0.094 0.019 -0.113
H -5.920 3.687 2.100 0.046 0.012 0.069
H 11.841 -2.778 1.643 0.069 -0.018 0.081
H 4.536 0.079 6.826 -0.026 -0.050 -0.116
H 3.472 1.299 7.595 0.028 0.067 -0.026
H 8.371 5.563 -3.611 0.022 -0.092 -0.041
H 2.936 0.444 6.114 0.076 -0.075 -0.064
H 11.132 -2.602 3.276 0.076 -0.008 -0.005
H 6.759 6.323 -3.778 -0.034 -0.025 0.052
H -1.999 4.794 -3.432 0.173 0.222 -0.198
H -2.441 1.131 4.173 0.164 0.184 0.111
H -0.800 -3.217 -3.045 0.059 -0.023 0.084
H -5.043 0.018 -3.259 0.014 -0.079 -0.063
H -1.001 -0.727 -2.314 0.254 -0.385 -0.315
H 2.956 0.752 3.422 -0.054 -0.079 0.161
H 2.600 -3.817 -0.797 -0.062 0.088 -0.083
H -0.959 1.466 -1.001 0.098 -0.037 0.169
H -0.365 -7.696 0.883 0.142 -0.018 -0.071
H -6.414 2.083 1.477 0.055 -0.017 -0.038
H 1.462 -0.102 2.942 0.085 0.019 0.111
H 0.953 -8.115 2.016 0.042 0.022 -0.117
H 5.820 2.156 -1.724 0.099 -0.088 -0.003
H 1.389 2.212 -1.111 0.191 0.024 0.157
H 2.716 3.934 3.974 0.039 0.073 -0.022
H 6.912 -3.172 1.717 -0.003 0.048 0.124
H -5.761 2.929 -5.953 -0.019 0.065 -0.049
H 2.174 3.075 2.503 0.062 -0.034 -0.074
H 6.491 -2.208 0.268 0.059 0.087 -0.007
H -4.414 -2.376 3.190 -0.063 0.067 -0.024
H -3.715 4.536 -1.502 -0.105 0.120 0.051
H 2.800 0.075 1.776 0.093 -0.011 0.050
```
Positions in Å, forces in eV/Å.

Properties
E_tot = -138304.0300 eV
net charge = 0
orbital gap = 8.41 eV

---

One molecule with the formula C5H8O, computed with wB97M-V/def2-TZVPD.

```
14
Properties=species:S:1:pos:R:3:forces:R:3
O -1.764 -0.665 0.883 -0.054 -0.356 -0.333
C 1.375 -0.912 -0.282 -0.014 -0.167 0.091
C 0.047 -0.905 -0.979 0.184 0.005 -0.029
C -1.483 0.571 0.236 -0.114 0.299 -0.076
C -0.139 0.527 -0.488 -0.047 -0.103 0.130
C 1.117 0.433 0.415 0.020 0.225 0.079
H 2.103 -0.853 -1.104 0.049 0.054 0.000
H -1.451 1.313 1.037 -0.062 0.065 -0.131
H -1.895 -1.335 0.185 0.102 0.357 0.353
H 0.844 0.344 1.470 0.049 -0.114 -0.130
H -2.279 0.839 -0.468 0.002 -0.055 0.088
H -0.094 1.257 -1.308 -0.014 -0.081 0.164
H 1.628 -1.804 0.299 0.021 0.015 -0.123
H 1.879 1.214 0.328 -0.122 -0.143 -0.082
```
Positions in Å, forces in eV/Å.

Properties
E_tot = -7357.4936 eV
net charge = 0
energy relative to the best compared isomer or geometry (same formula, charge and spin) = 109.8 kcal/mol
orbital gap = 8.49 eV

---

C30H33MgN5O2 as an isolated structure, computed with wB97M-V/def2-TZVPD.

```
71
Properties=species:S:1:pos:R:3:forces:R:3
Mg -0.183 -0.216 -0.582 -0.197 -0.193 -0.052
O -1.315 1.349 -0.772 -0.470 0.816 0.355
O 3.315 -0.569 0.256 -0.225 0.134 -0.093
N -1.835 -0.968 0.513 -0.435 -0.307 0.116
N 0.500 0.401 1.592 0.550 0.021 -0.605
N 0.988 -1.958 -1.037 0.262 -0.386 0.303
N 1.288 1.292 -0.856 0.651 0.272 -0.146
N -1.644 -1.034 -2.580 0.052 0.046 -0.096
C 1.903 -3.295 2.247 -0.086 0.004 -0.083
C 2.495 4.107 1.228 0.017 0.043 0.075
C -2.852 3.274 2.557 0.016 0.094 0.012
C -2.185 3.989 1.550 -0.044 -0.128 0.040
C 2.054 -2.412 1.152 0.143 0.374 -0.074
C 2.583 -3.130 3.420 -0.032 -0.035 0.081
C -3.199 -2.319 -1.011 0.191 0.053 0.000
C -2.980 1.911 2.429 0.050 -0.133 -0.005
C -1.675 3.351 0.443 0.042 -0.022 -0.064
C 1.585 2.080 0.218 -0.029 -0.028 -0.098
C -1.649 0.150 -3.462 -0.034 -0.026 0.087
C -1.348 -2.229 -3.400 0.038 -0.055 0.124
C 1.675 1.687 -2.044 0.033 -0.165 0.165
C 1.447 -2.746 -0.112 0.137 -0.025 -0.141
C -1.774 1.945 0.287 -0.168 -0.195 -0.141
C 3.068 -1.345 1.200 -0.223 -0.255 0.078
C 3.524 -2.077 3.514 0.004 0.035 -0.074
C 2.254 3.314 0.081 -0.064 -0.065 -0.036
C 1.405 2.445 2.592 -0.038 -0.050 0.039
C 1.174 1.644 1.508 0.021 -0.082 0.031
C -2.984 -1.147 -1.974 0.047 -0.083 0.117
C -2.587 -0.211 1.226 0.117 -0.104 -0.038
C -2.289 -2.324 0.242 -0.123 0.172 -0.104
C -0.412 -3.228 -2.745 0.024 0.168 0.126
C 2.630 3.710 -1.221 0.008 -0.048 0.051
C 2.064 3.683 2.450 0.037 0.056 -0.045
C 0.934 -2.605 -2.362 -0.278 0.052 0.024
C 3.776 -1.250 2.460 -0.065 -0.012 0.142
C -2.429 1.224 1.336 0.099 0.059 -0.156
C 2.354 2.895 -2.279 0.033 0.110 -0.089
H 1.186 -4.107 2.158 0.047 -0.015 -0.033
H -2.846 -2.745 1.085 0.021 -0.001 0.061
H -0.864 -1.900 -4.321 -0.016 0.045 -0.031
H 1.697 -3.380 -2.406 0.129 0.011 -0.010
H 2.417 -3.798 4.256 0.004 0.026 -0.025
H -1.154 3.901 -0.334 -0.068 -0.022 0.032
H -1.411 -2.945 0.074 0.014 -0.028 0.035
H -2.075 5.063 1.646 0.010 -0.023 -0.020
H 1.476 -3.820 -0.352 -0.011 -0.002 0.008
H 2.244 4.288 3.330 -0.011 -0.021 -0.025
H -4.239 -2.243 -0.685 -0.004 -0.015 -0.024
H 3.033 5.043 1.119 -0.060 -0.019 -0.009
H -3.735 -1.234 -2.771 -0.022 0.009 -0.080
H -3.171 -0.213 -1.446 -0.005 0.045 -0.036
H -2.386 0.042 -4.269 0.005 -0.029 -0.025
H 4.064 -1.933 4.445 0.008 -0.020 -0.042
H 1.207 -1.849 -3.104 0.032 -0.046 -0.006
H 2.628 3.171 -3.288 0.005 -0.046 0.025
H 4.510 -0.455 2.536 -0.014 -0.024 -0.032
H -1.877 1.040 -2.881 -0.012 -0.025 0.039
H 0.128 0.240 2.514 -0.200 -0.060 0.113
H -0.662 0.276 -3.911 -0.031 -0.034 -0.003
H -2.281 -2.723 -3.696 -0.040 0.043 -0.057
H 1.446 1.023 -2.874 -0.013 0.071 0.029
H -0.233 -4.030 -3.466 -0.006 -0.022 0.016
H -3.495 1.337 3.195 0.001 0.035 -0.031
H 1.141 -0.369 1.382 0.196 0.070 0.350
H -3.431 -0.664 1.763 0.011 0.022 0.055
H 1.093 2.111 3.575 0.001 0.010 -0.036
H -3.260 3.788 3.418 0.007 -0.017 -0.037
H -0.859 -3.689 -1.862 -0.005 -0.027 -0.029
H 3.132 4.660 -1.360 0.015 -0.023 -0.009
H -3.102 -3.275 -1.533 -0.051 0.017 0.013
```
Positions in Å, forces in eV/Å.

Properties
E_tot = -48639.1683 eV
net charge = 0
energy relative to the best compared isomer or geometry (same formula, charge and spin) = 34.7 kcal/mol
orbital gap = 6.81 eV

---

no.,maximum force (eV Å⁻¹),E_HOMO (eV),E_LUMO (eV)
1,1.09,-9.3,-0.90
2,0.51,-8.6,-0.08
3,1.01,-6.6,0.17